{"formula": "C24H21F4N3O4Pt", "method": "ωB97M-V/def2-TZVPD", "multiplicity": 5, "gap_ev": [7.5, 5.9], "energy_ev": -52001.7313, "elements": ["Pt", "C", "N", "C", "C", "C", "N", "C", "C", "F", "C", "F", "C", "C", "F", "C", "F", "H", "H", "H", "H", "H", "H", "H", "H", "H", "H", "H", "O", "C", "O", "C", "O", "O", "C", "C", "C", "C", "C", "C", "N", "C", "C", "C", "C", "C", "C", "H", "H", "H", "H", "H", "H", "H", "H", "H", "H"], "positions_angstrom": [[0.757, -0.240, 0.178], [1.739, 0.052, -2.731], [0.763, -0.796, -2.038], [-0.528, -0.752, -2.724], [1.287, -2.167, -1.904], [0.495, -2.950, -0.891], [0.541, -2.237, 0.387], [0.052, -2.879, 1.516], [0.200, -2.282, 2.777], [0.800, -1.090, 2.882], [-0.219, -2.886, 3.943], [-0.015, -2.235, 5.096], [-0.825, -4.124, 3.948], [-0.992, -4.726, 2.722], [-1.587, -5.926, 2.640], [-0.583, -4.130, 1.545], [-0.853, -4.809, 0.410], [1.947, -0.333, -3.736], [2.664, 0.076, -2.157], [1.338, 1.062, -2.819], [-0.434, -1.162, -3.737], [-0.867, 0.281, -2.791], [-1.276, -1.319, -2.174], [2.315, -2.077, -1.552], [1.289, -2.680, -2.874], [0.944, -3.940, -0.811], [-0.534, -3.100, -1.230], [-1.150, -4.597, 4.863], [4.614, -0.975, 1.976], [3.903, -0.493, 1.155], [3.440, -0.624, 0.037], [3.127, 1.180, 1.855], [4.001, 1.902, 2.215], [1.896, 1.149, 1.748], [1.348, 5.255, -0.082], [2.042, 4.157, -0.580], [1.449, 2.912, -0.589], [0.134, 2.752, -0.131], [-0.558, 3.862, 0.379], [0.055, 5.102, 0.406], [-0.419, 1.472, -0.126], [-1.801, 1.341, -0.318], [-2.501, 2.185, -1.195], [-3.848, 1.974, -1.434], [-4.519, 0.935, -0.800], [-3.826, 0.095, 0.066], [-2.477, 0.284, 0.297], [1.826, 6.226, -0.052], [3.057, 4.268, -0.937], [1.990, 2.046, -0.947], [-1.547, 3.731, 0.794], [-0.471, 5.949, 0.826], [-1.970, 2.972, -1.712], [-4.375, 2.619, -2.126], [-5.572, 0.773, -0.987], [-4.342, -0.716, 0.564], [-1.925, -0.368, 0.962]], "forces_ev_per_a": [[-0.57, 0.14, 0.40], [-0.03, -0.02, -0.07], [0.29, -0.05, -0.06], [0.01, -0.01, 0.02], [0.08, 0.06, -0.15], [0.03, -0.07, 0.15], [-0.09, -0.25, 0.08], [0.05, 0.15, -0.37], [0.13, 0.09, 0.18], [-0.02, -0.04, -0.06], [0.02, 0.10, 0.07], [-0.03, -0.05, -0.01], [-0.01, -0.02, 0.09], [-0.06, -0.10, -0.09], [0.01, 0.05, 0.05], [-0.13, -0.13, -0.13], [0.01, 0.02, 0.05], [-0.02, 0.00, -0.02], [0.00, -0.02, -0.01], [0.00, -0.03, -0.03], [-0.02, 0.00, 0.00], [0.00, 0.00, 0.01], [0.01, 0.00, 0.01], [0.02, -0.02, -0.02], [-0.05, 0.03, -0.03], [0.03, -0.02, 0.08], [-0.01, -0.01, 0.00], [0.01, 0.02, -0.02], [0.01, 0.10, 0.11], [-0.10, -0.24, -0.24], [0.25, 0.17, 0.02], [-0.36, 0.06, -0.03], [0.14, 0.06, 0.03], [0.25, -0.10, -0.15], [0.00, 0.01, 0.01], [0.00, 0.00, 0.02], [0.06, 0.03, 0.03], [-0.13, -0.35, 0.02], [0.03, 0.06, -0.03], [-0.01, -0.07, -0.02], [-0.14, 0.54, -0.04], [0.34, 0.01, -0.04], [-0.03, 0.00, 0.00], [0.05, -0.03, 0.05], [0.04, 0.00, -0.01], [-0.02, -0.01, 0.02], [-0.05, -0.10, 0.06], [-0.01, -0.01, 0.00], [0.00, 0.01, 0.00], [0.02, 0.03, 0.06], [-0.02, 0.00, 0.00], [0.00, 0.00, 0.00], [0.00, 0.03, 0.00], [0.01, 0.00, 0.00], [0.01, 0.01, 0.00], [0.00, 0.00, -0.01], [-0.01, 0.00, 0.01]], "lowdin_spin": [1.332, 0.008, 0.137, 0.006, 0.004, 0.019, 0.239, 0.011, 0.039, 0.029, -0.003, -0.005, 0.046, -0.004, -0.005, 0.036, 0.010, 0.005, 0.001, 0.001, 0.004, 0.001, 0.001, 0.002, 0.002, 0.006, 0.005, 0.003, 0.166, 0.152, 0.148, 0.199, 0.198, 0.201, 0.095, -0.007, 0.084, 0.035, 0.085, -0.007, 0.486, 0.025, 0.070, -0.007, 0.077, -0.007, 0.066, 0.005, -0.002, 0.004, 0.002, -0.002, 0.002, -0.002, 0.004, -0.002, 0.003]}

{"formula": "C29H55Br18N3O4P", "method": "ωB97M-V/def2-TZVPD", "multiplicity": 1, "gap_ev": 5.0, "charge": 1, "energy_ev": -1313659.0030, "elements": ["C", "O", "C", "N", "C", "C", "C", "C", "O", "O", "C", "C", "O", "C", "N", "C", "C", "P", "N", "H", "H", "H", "H", "H", "H", "H", "H", "H", "H", "H", "H", "H", "H", "H", "H", "H", "H", "H", "Br", "C", "C", "Br", "H", "H", "H", "H", "Br", "C", "C", "Br", "H", "H", "H", "H", "Br", "C", "C", "Br", "H", "H", "H", "H", "Br", "C", "C", "Br", "H", "H", "H", "H", "Br", "C", "C", "Br", "H", "H", "H", "H", "Br", "C", "C", "Br", "H", "H", "H", "H", "Br", "C", "C", "Br", "H", "H", "H", "H", "Br", "C", "C", "Br", "H", "H", "H", "H", "Br", "C", "C", "Br", "H", "H", "H", "H"], "positions_angstrom": [[-2.289, 1.063, 0.705], [-1.399, 1.422, -0.387], [-2.108, 1.294, -1.652], [-3.366, 2.132, -1.687], [-4.614, 1.369, -1.717], [-5.958, 2.121, -1.774], [-6.040, 3.674, -1.768], [-7.461, 4.382, -1.830], [-7.444, 5.619, -2.092], [-8.731, 3.724, -1.652], [-8.819, 3.075, -0.337], [-9.809, 1.777, -0.354], [-10.698, 2.007, -1.497], [-8.999, 0.407, -0.529], [-9.798, -0.829, -0.261], [-4.672, 4.442, -1.736], [-3.348, 3.594, -1.715], [-1.665, 4.482, -1.723], [-1.686, 5.490, -2.977], [-3.132, 0.353, 0.373], [-1.755, 0.555, 1.577], [-2.787, 2.036, 1.085], [-1.420, 1.506, -2.552], [-2.403, 0.178, -1.723], [-4.604, 0.233, -1.695], [-6.936, 1.543, -1.829], [-9.317, 3.830, 0.387], [-7.795, 2.840, 0.134], [-10.427, 1.685, 0.605], [-10.234, 1.721, -2.323], [-8.015, 0.396, 0.077], [-8.664, 0.347, -1.643], [-10.330, -1.020, -1.136], [-9.092, -1.597, -0.251], [-4.647, 5.594, -1.732], [-0.594, 3.541, -1.994], [-1.440, 5.162, -0.474], [-2.590, 5.452, -3.479], [0.305, -2.239, 0.777], [1.596, -0.806, 0.488], [2.157, -0.849, -0.912], [3.484, -2.264, -1.100], [2.359, -0.904, 1.262], [1.036, 0.116, 0.651], [2.692, 0.075, -1.140], [1.398, -1.021, -1.677], [-9.479, 4.930, -3.151], [-11.090, 5.386, -4.161], [-10.790, 5.574, -5.629], [-9.935, 7.294, -5.961], [-11.517, 6.273, -3.692], [-11.766, 4.541, -4.013], [-11.712, 5.599, -6.212], [-10.130, 4.808, -6.035], [9.776, -2.685, -0.958], [8.051, -1.787, -1.086], [6.991, -2.521, -0.302], [6.384, -4.111, -1.251], [7.817, -1.697, -2.147], [8.217, -0.792, -0.669], [6.100, -1.901, -0.187], [7.330, -2.847, 0.681], [8.620, -7.093, 0.029], [9.826, -6.601, -1.421], [10.044, -7.754, -2.368], [11.271, -9.068, -1.614], [10.746, -6.241, -0.960], [9.332, -5.772, -1.931], [10.523, -7.412, -3.287], [9.125, -8.286, -2.619], [10.397, -7.005, 6.102], [8.798, -6.484, 5.117], [9.100, -6.271, 3.654], [10.000, -4.567, 3.358], [8.397, -5.597, 5.608], [8.100, -7.313, 5.248], [8.177, -6.208, 3.076], [9.738, -7.045, 3.228], [0.374, 2.231, 3.026], [0.875, 1.320, 4.685], [2.362, 1.053, 4.734], [2.835, -0.455, 3.593], [0.262, 0.402, 4.745], [0.585, 1.997, 5.481], [2.668, 0.759, 5.739], [2.966, 1.901, 4.409], [14.426, -11.506, -5.593], [15.287, -9.880, -4.950], [14.337, -9.045, -4.129], [13.074, -8.088, -5.265], [15.674, -9.358, -5.825], [16.123, -10.224, -4.338], [14.878, -8.267, -3.588], [13.748, -9.630, -3.423], [-4.537, 1.438, 6.786], [-3.277, 2.897, 6.505], [-2.697, 2.858, 5.112], [-1.330, 1.471, 4.948], [-2.522, 2.822, 7.288], [-3.859, 3.808, 6.654], [-2.179, 3.792, 4.884], [-3.443, 2.664, 4.341], [-5.692, 4.981, 3.594], [-4.423, 6.432, 3.308], [-3.841, 6.383, 1.918], [-2.487, 4.986, 1.769], [-3.671, 6.356, 4.093], [-5.000, 7.347, 3.451], [-3.317, 7.312, 1.686], [-4.584, 6.189, 1.144]], "forces_ev_per_a": [[-1.23, 0.26, 1.11], [-1.55, -0.11, -1.47], [1.36, -1.59, 0.66], [-3.50, 0.83, -0.39], [-1.77, 3.99, -0.21], [2.85, 1.64, 0.10], [3.26, -2.81, 0.09], [1.00, 4.20, 0.22], [1.70, -5.29, 2.13], [6.28, -3.18, 4.64], [-0.75, -0.34, 2.89], [0.93, -0.15, -1.27], [0.91, -0.98, 0.77], [0.67, 0.32, -1.07], [1.03, 0.11, -1.07], [-0.52, -3.62, 0.00], [-3.03, -1.12, 0.89], [0.14, 1.92, -3.09], [-1.15, -1.19, 1.23], [1.32, 0.90, 0.34], [-0.31, 0.84, -1.50], [0.71, -1.58, -0.43], [-1.08, 0.10, 1.69], [0.02, 1.91, -0.12], [0.34, 1.81, -0.10], [1.63, 0.71, 0.12], [0.85, -0.98, -1.35], [-1.37, 0.23, -0.87], [0.80, 0.47, -1.49], [-0.44, 0.44, 1.05], [-1.73, 0.11, -0.58], [-0.25, 0.50, 1.43], [0.20, 0.21, 1.06], [-0.88, 0.61, 0.23], [0.10, -2.15, -0.08], [-0.88, 0.12, 1.07], [-0.08, -1.06, -0.54], [0.86, 0.25, 0.21], [0.01, 0.06, 0.05], [-0.16, 0.08, -0.17], [0.27, -0.02, -0.04], [-0.26, 0.07, -0.08], [-0.28, 0.00, -0.53], [0.11, -0.05, 0.00], [-0.09, -0.05, 0.10], [0.06, 0.01, 0.17], [-6.34, 3.53, -5.99], [0.41, -0.18, -0.41], [-0.42, 0.24, -0.16], [0.06, -0.12, 0.00], [0.09, -0.08, -0.16], [0.04, 0.10, -0.09], [0.11, 0.00, 0.04], [-0.09, 0.10, 0.15], [-0.07, 0.01, -0.09], [0.22, 0.08, 0.13], [-0.18, 0.00, -0.05], [0.11, 0.01, 0.09], [-0.04, -0.08, 0.18], [-0.06, -0.12, 0.00], [0.13, -0.02, -0.05], [0.07, 0.04, -0.19], [0.11, -0.02, 0.03], [-0.23, 0.13, -0.04], [0.24, -0.02, -0.13], [-0.10, -0.02, -0.01], [-0.11, -0.12, -0.09], [0.04, -0.09, 0.03], [-0.03, 0.01, 0.12], [0.11, 0.12, 0.12], [-0.08, 0.10, 0.00], [0.06, -0.25, 0.12], [-0.14, 0.19, -0.10], [0.01, -0.09, -0.05], [0.09, -0.09, -0.16], [0.07, 0.08, -0.09], [0.08, -0.03, 0.09], [-0.10, 0.10, 0.13], [2.43, 0.56, -1.71], [4.07, -0.09, -0.66], [0.27, -0.36, -0.16], [0.19, 0.11, 0.44], [1.69, -0.18, -0.24], [1.29, -0.03, -0.10], [-0.14, 0.04, -0.08], [-0.17, -0.09, 0.04], [0.04, 0.11, -0.05], [0.06, -0.25, 0.06], [0.05, 0.23, 0.03], [-0.05, -0.07, 0.09], [-0.12, -0.02, 0.16], [-0.12, 0.09, -0.01], [-0.01, -0.10, -0.08], [0.09, 0.04, -0.17], [0.13, 0.06, 0.00], [-0.36, 0.09, 0.00], [-0.25, -0.39, -0.10], [-9.03, 0.39, 2.90], [-0.06, -0.02, -0.18], [0.07, -0.07, -0.04], [0.03, -0.09, 0.02], [-0.05, 0.17, 0.23], [0.14, -0.03, 0.03], [-0.31, -0.03, 0.04], [0.16, 0.26, -0.02], [-0.20, -0.10, 0.38], [-0.05, 0.02, -0.19], [0.11, -0.07, -0.09], [-0.05, -0.10, 0.07], [0.03, 0.00, 0.21]], "lowdin_charge": [-0.106, -0.219, -0.181, -0.051, 0.062, 0.078, 0.016, -0.434, -0.042, -0.443, -0.095, -0.267, -0.067, -0.259, -0.014, 0.088, -0.186, 0.753, -0.310, 0.098, 0.078, 0.072, 0.158, 0.154, 0.145, 0.091, 0.155, 0.127, 0.167, 0.100, 0.125, 0.112, 0.084, 0.079, 0.140, 0.026, -0.076, -0.031, 0.600, -0.741, -0.683, 0.664, -0.075, 0.020, 0.060, 0.044, 1.115, -0.599, -0.699, 0.602, 0.056, 0.059, 0.055, 0.048, 0.623, -0.686, -0.691, 0.578, 0.053, 0.058, -0.005, 0.055, 0.609, -0.694, -0.682, 0.621, 0.054, 0.025, 0.034, 0.055, 0.602, -0.701, -0.726, 0.585, 0.049, 0.057, 0.034, 0.042, 0.609, -0.918, -0.633, 0.724, -0.028, 0.003, 0.068, 0.057, 0.602, -0.698, -0.702, 0.598, 0.051, 0.058, 0.061, 0.013, 0.616, -0.688, -0.621, 0.817, 0.056, 0.052, 0.050, 0.028, 0.627, -0.671, -0.646, 0.675, 0.055, 0.067, 0.071, 0.043]}